(1)
Formula: C11H42N12O10
Source: the OMol25 dataset
Level of theory: the ωB97M-V functional and the def2-TZVPD basis

## Properties
Gap between HOMO and LUMO: 7.9 eV
SMILES: NC(N)=O.NC(N)=O.NC(N)=O.NC(N)=O.NC(N)=O.NC(N)=O.CCO.CO.CO.CO
Total energy: -50440.218 eV
ΔE to the lowest compared entry with this formula, charge and spin: 67.22 kcal per mole
Lowest unoccupied orbital energy: -0.1507 eV

Structure (XYZ):
```
75
Properties=species:S:1:pos:R:3:forces:R:3
C 2.571 3.589 -2.884 2.582 0.007 1.323
C 1.842 3.065 -1.702 -3.030 0.303 -1.110
O 1.240 1.852 -2.003 -0.830 -2.027 -0.745
H 2.249 3.433 -3.849 -2.070 -0.428 -1.847
H 3.510 3.054 -2.968 0.583 -0.132 0.334
H 2.846 4.624 -2.816 0.006 0.666 0.327
H 0.989 3.696 -1.422 0.390 0.817 0.208
H 2.391 2.826 -0.863 2.075 0.624 1.949
H 0.624 1.610 -1.280 0.510 0.139 -0.692
C 1.065 -1.931 -2.380 7.650 -1.588 3.065
O 2.407 -2.146 -2.339 -5.514 1.281 -0.370
N 0.345 -2.358 -3.345 -2.996 -0.914 -2.972
N 0.354 -1.582 -1.342 -2.546 2.149 2.683
H 0.806 -2.557 -4.160 1.078 -0.592 -2.363
H -0.665 -2.414 -3.329 0.653 0.609 0.010
H 0.671 -1.742 -0.364 0.096 0.371 -1.596
H -0.609 -1.123 -1.380 1.574 -0.616 -0.167
C 2.167 -3.304 0.606 9.306 1.695 0.085
O 3.461 -2.979 0.703 -4.991 -1.738 -0.312
N 1.257 -2.448 0.928 -2.649 2.557 2.741
N 1.724 -4.450 0.168 1.174 -5.494 -1.284
H 1.565 -1.528 1.307 0.230 -1.489 -0.419
H 0.500 -2.800 1.536 0.671 0.469 -1.237
H 2.395 -5.290 -0.075 -1.797 2.933 0.648
H 0.781 -4.521 -0.162 -0.109 0.030 -0.167
C -3.080 -2.445 -3.548 -5.321 3.927 -4.047
O -4.001 -1.608 -4.149 4.571 -4.412 2.647
N -2.545 -3.544 -4.057 -1.941 -2.460 -5.531
N -2.609 -2.239 -2.375 1.823 0.513 5.095
H -2.984 -3.912 -5.001 1.591 1.068 2.881
H -1.810 -4.046 -3.609 0.097 -0.349 0.005
H -2.886 -1.415 -1.845 0.317 -0.193 0.007
H -1.976 -2.949 -1.885 -1.525 1.770 -0.900
C 2.732 -0.031 2.811 -2.653 1.223 8.888
O 2.275 0.086 4.151 2.047 -0.644 -6.709
N 4.003 -0.185 2.564 3.329 -0.216 -2.628
N 1.977 0.043 1.751 -0.334 0.788 -3.296
H 4.695 0.139 3.203 -0.013 -0.204 0.712
H 4.368 -0.247 1.561 -0.884 -0.147 2.090
H 0.948 0.189 1.662 1.020 -0.081 0.416
H 2.600 0.054 0.903 -1.822 0.095 0.606
C -1.774 -2.975 2.162 -5.753 5.081 -0.857
O -2.603 -1.870 2.108 4.415 -5.555 0.512
N -2.087 -4.131 1.610 -0.664 -2.050 -0.689
N -0.575 -2.988 2.690 1.466 2.427 4.065
H -3.020 -4.256 1.240 0.248 0.037 0.055
H -1.530 -4.965 1.861 -0.870 0.804 -0.456
H -0.409 -2.244 3.421 -0.036 -1.092 -1.244
H -0.132 -3.858 2.910 0.073 -0.404 0.217
C -1.166 0.715 0.325 -4.093 -6.041 -4.670
O -1.801 -0.111 -0.601 2.047 3.672 3.293
N -0.902 0.279 1.482 0.215 -3.667 5.970
N -0.786 1.881 0.076 0.275 6.106 -3.942
H -1.400 -0.611 1.789 0.386 1.270 -0.629
H -0.641 0.940 2.255 -0.222 -0.626 -1.177
H -1.278 2.208 -0.791 1.027 0.317 0.591
H -0.283 2.619 0.612 -0.580 -1.399 0.141
C -1.146 2.078 4.215 -1.527 0.552 0.108
O -0.010 1.783 3.443 -0.819 -0.052 0.005
H -1.027 1.685 5.191 0.194 -0.644 1.169
H -2.038 1.528 3.780 0.916 1.083 0.264
H -1.310 3.184 4.406 -0.093 -1.115 -0.877
H 0.635 2.438 3.635 1.085 0.484 0.146
C -3.180 2.220 -2.462 -2.422 3.112 0.184
O -1.997 2.865 -2.149 1.727 1.916 -0.509
H -3.821 2.304 -1.569 -0.312 -0.024 -0.472
H -2.972 1.237 -2.578 0.271 -3.131 -1.044
H -3.636 2.781 -3.334 0.060 -1.317 0.854
H -1.897 3.607 -2.768 0.347 -0.498 0.616
C 0.592 5.091 1.306 0.115 2.676 -1.528
O 0.739 3.729 1.468 1.211 -0.245 1.171
H -0.395 5.486 1.158 -1.102 -0.933 -0.184
H 1.129 5.495 0.440 0.201 -0.420 -0.206
H 0.904 5.743 2.090 0.722 -0.152 1.340
H 1.639 3.640 1.853 -0.858 -0.481 -0.545
```
Positions in Å, forces in eV/Å.

Atom charges from the Mulliken analysis, given in e for atoms 1 to 4: atom 1 (C): -1.613, atom 2 (C): 0.404, atom 3 (O): -0.509, atom 4 (H): 0.425

(2)
Formula: C3H8O2
Source: the OMol25 dataset
Level of theory: the ωB97M-V functional and the def2-TZVPD basis

## Properties
Gap between HOMO and LUMO (alpha / beta): 3.0 / 8.8 eV
Total energy: -7332.649 eV
Total charge: -1
ΔE to the lowest compared entry with this formula, charge and spin: 34.47 kcal per mole
Spin multiplicity: 2
Lowest unoccupied orbital energy (alpha / beta): 3.6545 / 3.5681 eV

Structure (XYZ):
```
13
Properties=species:S:1:pos:R:3:forces:R:3
C 0.891 -1.103 0.690 1.998 -1.672 5.054
C 0.751 0.129 0.241 1.853 0.964 1.097
O -0.050 0.421 -0.715 -2.963 0.507 -2.745
C 1.678 1.397 0.505 -0.703 -3.428 2.234
H 1.281 -1.100 1.849 -0.265 -0.274 -3.030
H 0.680 -2.135 0.336 -0.688 1.442 -0.095
H -0.862 -0.162 -0.704 0.456 0.477 -0.410
H 2.345 1.199 1.447 -1.084 0.754 -2.066
H 1.071 2.264 0.485 -0.534 0.946 0.653
H 2.139 1.375 -0.445 1.505 0.224 -0.773
H -3.734 -0.173 -1.278 1.644 0.673 0.287
H -3.371 -1.467 -1.256 1.226 -0.704 0.188
O -2.819 -0.644 -1.153 -2.445 0.090 -0.394
```
Positions in Å, forces in eV/Å.

Atom charges from the Mulliken analysis, given in e for atoms 1 to 4: atom 1 (C): -0.784, atom 2 (C): 0.010, atom 3 (O): -0.786, atom 4 (C): -0.992

(3)
Formula: C5H8N3O5S
Source: the OMol25 dataset
Level of theory: the ωB97M-V functional and the def2-TZVPD basis

## Properties
Gap between HOMO and LUMO (alpha / beta): 6.2 / 6.9 eV
Total energy: -30843.345 eV
Total charge: +1
Spin multiplicity: 3
Lowest unoccupied orbital energy (alpha / beta): -3.5719 / -7.7319 eV

Structure (XYZ):
```
22
Properties=species:S:1:pos:R:3:forces:R:3
C 0.990 0.495 -0.516 -1.947 -6.526 -0.078
C 1.258 -1.512 -0.133 -0.126 2.754 0.199
C -1.139 -0.553 0.546 -1.345 0.275 -0.900
C -0.064 -0.733 -0.472 2.914 1.255 -1.101
C -0.908 -0.409 1.972 5.414 0.746 -0.752
N 1.983 -0.289 0.011 2.340 -0.944 1.709
N 0.925 1.689 -0.807 0.442 3.680 -0.980
N -0.761 -1.177 -1.823 -1.156 -1.070 2.127
O 4.211 -1.106 0.823 0.676 -1.669 1.661
O 1.546 -2.627 -0.046 0.300 -2.196 0.098
O -2.205 -0.325 0.025 -1.729 0.299 -0.254
O 4.139 0.102 -1.266 0.088 1.433 0.635
O 3.716 1.277 1.024 0.119 -0.687 -1.539
S 3.738 -0.031 0.095 -2.102 0.028 -1.564
H -0.178 -1.235 2.253 -0.723 1.173 0.150
H -1.730 -0.405 2.599 -1.704 0.250 0.858
H -0.278 0.629 1.945 -1.430 -2.261 0.848
H 0.154 2.229 -1.004 -1.583 2.283 -0.183
H 4.464 1.829 0.731 -0.061 0.281 0.136
H -1.726 -0.766 -1.761 0.414 -0.389 0.419
H -0.853 -2.235 -1.731 0.207 1.472 -0.826
H -0.363 -0.825 -2.670 0.992 -0.186 -0.665
```
Positions in Å, forces in eV/Å.

Atom charges from the Mulliken analysis, given in e for atoms 1 to 4: atom 1 (C): -0.129, atom 2 (C): -0.133, atom 3 (C): 0.660, atom 4 (C): 0.850

The highest total energy belongs to which entry?
C3H8O2

Among the records above, which one has the highest total energy?
C3H8O2